Formula: CH2N5S
Source: the OMol25 dataset
Level of theory: ωB97M-V/def2-TZVPD

Geometry as XYZ:
```
9
Properties=species:S:1:pos:R:3
C -1.782 -0.040 0.001
N -0.786 0.824 0.162
N -1.347 -1.333 -0.132
N -0.051 -1.194 -0.004
N 0.252 0.055 0.165
N 2.235 0.352 -0.450
S -3.331 0.612 0.009
H 2.297 1.179 0.150
H 2.512 -0.455 0.098
```

Properties
**Total energy**: -19352.3763 eV
**Energy above the lowest of the compared OMol25 structures with the same formula, charge and spin**: 64.1 kcal/mol
**Net charge**: -1
**Gap between HOMO and LUMO (spin up / spin down)**: 0.299 / 0.215 hartree
**Strongest force on any atom**: 2.08 eV Å⁻¹

Formula: C25H23F8IrN6OSe2Si
Source: the OMol25 dataset
Level of theory: ωB97M-V/def2-TZVPD

Geometry as XYZ:
```
67
Properties=species:S:1:pos:R:3
Ir 0.297 -0.530 0.286
Se 0.102 -3.069 0.919
Se 2.267 -3.589 1.591
C 3.074 -1.861 1.743
C 4.330 -1.859 2.338
C 4.987 -0.651 2.473
C 4.348 0.506 2.047
C 3.089 0.403 1.497
N 2.454 -0.772 1.322
C 0.400 -3.086 -0.953
C 0.466 -4.219 -1.733
C 0.672 -4.043 -3.094
C 0.763 -2.754 -3.590
C 0.654 -1.677 -2.725
N 0.493 -1.843 -1.408
H 4.773 -2.782 2.689
H 5.974 -0.616 2.912
H 4.818 1.475 2.139
H 2.549 1.280 1.167
H 0.365 -5.199 -1.289
H 0.732 -4.898 -3.753
H 0.902 -2.570 -4.646
H 0.676 -0.670 -3.093
O 0.710 1.404 -0.136
N 0.983 2.105 -1.276
C 0.200 3.227 -1.450
C -0.747 3.522 -0.447
N -1.519 3.752 0.380
C 0.315 4.078 -2.566
N 0.378 4.797 -3.466
F -3.786 1.766 4.950
C -2.518 1.792 5.381
F -2.447 1.039 6.485
F -2.217 3.049 5.711
C -1.598 1.263 4.304
C -1.432 -0.104 4.151
C -0.672 -0.559 3.100
N -0.082 0.257 2.207
C -0.220 1.577 2.396
C -0.970 2.119 3.426
H -1.886 -0.803 4.838
H -0.522 -1.617 2.962
H 0.262 2.218 1.682
H -1.062 3.192 3.510
F 2.496 0.534 -1.739
C 1.864 1.590 -2.269
F 1.177 1.154 -3.361
C 2.984 2.583 -2.796
F 3.182 3.554 -1.906
F 4.118 1.901 -2.934
F 2.663 3.102 -3.964
C -4.538 -0.645 -0.767
Si -2.793 -0.594 -1.451
C -2.599 0.869 -2.588
C -2.647 -2.204 -2.402
C -1.762 -0.394 0.102
H -5.273 -0.619 -1.576
H -4.740 0.200 -0.104
H -4.695 -1.569 -0.203
H -3.319 0.799 -3.407
H -1.603 0.941 -3.036
H -2.796 1.803 -2.054
H -3.579 -2.344 -2.955
H -2.530 -3.068 -1.742
H -1.839 -2.221 -3.133
H -2.177 -1.058 0.871
H -1.950 0.636 0.433
```

Properties
**Total energy**: -200428.0887 eV
**Energy above the lowest of the compared OMol25 structures with the same formula, charge and spin**: 0.0 kcal/mol
**Net charge**: +1
**Expectation value of S²**: 0.76
**2S+1**: 2
**Gap between HOMO and LUMO (spin up / spin down)**: 0.240 / 0.281 hartree
**Strongest force on any atom**: 2.97 eV Å⁻¹

Formula: C28H27Br2F2FeGeN2OS2
Source: the OMol25 dataset
Level of theory: ωB97M-V/def2-TZVPD

Geometry as XYZ:
```
66
Properties=species:S:1:pos:R:3
Fe 0.772 -0.109 -0.348
C 4.542 -1.754 -2.889
C 3.494 -0.859 -2.295
S 1.973 -1.569 -1.972
C 3.698 0.476 -2.091
C 4.955 1.170 -2.537
S 2.522 1.447 -1.308
H 4.314 -2.784 -2.633
H 5.532 -1.509 -2.510
H 4.546 -1.662 -3.977
H 5.140 0.988 -3.598
H 5.822 0.817 -1.975
H 4.840 2.236 -2.366
Br 3.802 -2.771 2.298
C 2.146 -2.092 2.934
C 1.695 -2.435 4.189
C 0.472 -1.942 4.602
Br -0.124 -2.447 6.355
C -0.329 -1.101 3.807
C -1.556 -0.546 4.197
C -2.210 0.304 3.302
C -1.677 0.535 2.058
N -0.533 -0.017 1.625
C 0.158 -0.787 2.508
C 1.417 -1.267 2.055
O 1.886 -0.945 0.897
H 2.285 -3.070 4.835
H -1.973 -0.745 5.176
H -3.145 0.765 3.586
H -2.160 1.200 1.359
F 1.829 3.718 3.430
C 1.120 3.296 2.328
C 1.314 2.023 1.825
C 0.627 1.612 0.698
C -0.241 2.518 0.022
C -0.465 3.766 0.637
F -1.402 4.653 0.145
C 0.203 4.173 1.764
C -0.741 2.087 -1.234
C -1.480 2.871 -2.145
C -1.827 2.380 -3.371
C -1.412 1.079 -3.718
C -0.689 0.362 -2.791
N -0.375 0.809 -1.584
H 1.999 1.353 2.328
H 0.024 5.147 2.192
H -1.750 3.877 -1.869
H -2.385 2.981 -4.078
H -1.634 0.665 -4.688
H -0.318 -0.627 -3.027
C -2.983 -2.627 -2.346
Ge -2.482 -1.591 -0.685
C -3.541 0.083 -1.000
C -3.396 -2.505 0.866
C -0.550 -1.727 -0.457
H -4.061 -2.657 -2.488
H -2.603 -3.646 -2.326
H -2.543 -2.133 -3.209
H -4.587 -0.098 -0.761
H -3.473 0.377 -2.042
H -3.196 0.915 -0.403
H -4.316 -3.004 0.572
H -3.634 -1.766 1.626
H -2.740 -3.245 1.316
H -0.227 -2.371 -1.276
H -0.364 -2.274 0.468
```

Properties
**Total energy**: -292594.9926 eV
**Energy above the lowest of the compared OMol25 structures with the same formula, charge and spin**: 55.2 kcal/mol
**Net charge**: -2
**Expectation value of S²**: 0.78
**2S+1**: 2
**Gap between HOMO and LUMO (spin up / spin down)**: 0.142 / 0.142 hartree
**Strongest force on any atom**: 3.17 eV Å⁻¹

Formula: C34H77N8O12P
Source: the OMol25 dataset
Level of theory: ωB97M-V/def2-TZVPD

Geometry as XYZ:
```
132
Properties=species:S:1:pos:R:3
C 4.797 2.766 0.383
C 4.116 1.402 0.321
C 2.729 1.510 -0.361
P 1.292 1.735 0.740
O 1.826 3.379 1.102
C 1.387 1.479 2.568
C 0.048 1.471 3.276
N -0.999 0.932 2.811
C -0.230 2.314 -0.058
C -0.980 3.514 0.537
C -2.486 3.397 0.319
O -2.972 2.203 0.952
C -3.694 1.261 0.313
C -3.176 0.804 -1.025
O -4.574 0.726 0.881
O 0.717 0.111 0.488
C 1.546 -1.021 0.580
C 0.767 -2.280 1.033
C -0.602 -2.001 1.632
O 0.650 -3.154 -0.117
H 4.746 3.268 -0.591
H 4.287 3.420 1.100
H 5.851 2.704 0.686
H 4.706 0.679 -0.248
H 4.024 0.999 1.340
H 2.535 0.666 -1.026
H 2.746 2.422 -0.979
H 1.956 3.951 0.323
H 1.911 0.540 2.788
H 1.984 2.289 2.991
H 0.060 1.995 4.246
H -1.798 1.063 3.434
H -0.883 1.445 -0.122
H 0.096 2.561 -1.082
H -0.668 4.440 0.034
H -0.762 3.656 1.600
H -3.030 4.233 0.772
H -2.714 3.396 -0.755
H -4.009 0.436 -1.631
H -2.478 -0.020 -0.820
H -2.639 1.564 -1.589
H 1.985 -1.265 -0.396
H 2.399 -0.855 1.258
H 1.386 -2.801 1.778
H -1.171 -2.943 1.680
H -1.144 -1.253 1.044
H -0.522 -1.609 2.651
H -0.213 -3.593 -0.084
C -5.969 -4.366 0.949
C -4.671 -4.629 1.677
O -4.311 -5.763 1.961
N -3.914 -3.554 2.012
C -4.177 -2.149 1.757
H -6.446 -5.321 0.754
H -6.648 -3.756 1.546
H -5.801 -3.846 0.005
H -3.063 -3.797 2.494
H -3.400 -1.712 1.130
H -4.224 -1.578 2.684
H -5.124 -2.027 1.244
C -0.047 -3.979 -5.506
C 0.277 -3.031 -4.369
O 0.633 -1.884 -4.580
N 0.165 -3.510 -3.103
C -0.244 -4.831 -2.681
H 0.108 -3.440 -6.436
H 0.597 -4.860 -5.490
H -1.081 -4.321 -5.456
H 0.406 -2.841 -2.381
H -1.140 -4.783 -2.058
H 0.540 -5.319 -2.098
H -0.468 -5.450 -3.545
C -9.807 -7.498 1.677
C -9.076 -6.260 2.148
O -9.182 -5.192 1.568
N -8.273 -6.384 3.237
C -7.999 -7.567 4.023
H -10.389 -7.222 0.803
H -9.108 -8.290 1.410
H -10.476 -7.882 2.448
H -7.800 -5.530 3.489
H -8.290 -7.428 5.065
H -6.939 -7.824 3.991
H -8.561 -8.408 3.628
C 5.535 -2.140 -3.209
C 4.346 -2.468 -2.332
O 4.071 -1.799 -1.349
N 3.592 -3.539 -2.685
C 3.761 -4.432 -3.808
H 6.022 -1.265 -2.790
H 6.244 -2.968 -3.241
H 5.220 -1.923 -4.230
H 2.805 -3.698 -2.071
H 2.887 -4.402 -4.463
H 3.894 -5.460 -3.465
H 4.631 -4.153 -4.393
C 4.038 7.424 0.863
C 3.208 6.162 0.848
O 3.008 5.550 -0.199
N 2.720 5.719 2.028
C 2.880 6.318 3.335
H 4.358 7.623 -0.155
H 3.457 8.272 1.230
H 4.903 7.294 1.513
H 2.233 4.831 1.963
H 3.420 5.653 4.010
H 1.909 6.556 3.775
H 3.461 7.231 3.258
C 8.435 5.894 3.362
C 7.241 6.820 3.328
O 6.099 6.393 3.378
N 7.482 8.154 3.232
C 8.759 8.830 3.151
H 8.060 4.878 3.436
H 9.035 5.991 2.457
H 9.077 6.106 4.218
H 6.646 8.718 3.216
H 8.899 9.516 3.988
H 8.850 9.397 2.223
H 9.562 8.100 3.178
C -2.483 0.349 -5.048
C -3.926 0.534 -4.633
O -4.288 1.504 -3.987
N -4.813 -0.431 -4.995
C -4.562 -1.641 -5.746
H -1.920 1.200 -4.678
H -2.063 -0.567 -4.629
H -2.385 0.299 -6.133
H -5.755 -0.249 -4.686
H -5.140 -1.662 -6.671
H -4.813 -2.530 -5.164
H -3.509 -1.698 -6.007
```

Properties
**SMILES**: [H]/N=C/CP(O)(CCC)(CCCOC(C)=O)OC[C@@H](C)O.CNC(C)=O.CNC(C)=O.CNC(C)=O.CNC(C)=O.CNC(C)=O.CNC(C)=O.CNC(C)=O
**Total energy**: -82289.7101 eV
**Gap between HOMO and LUMO**: 0.340 hartree
**Strongest force on any atom**: 2.32 eV Å⁻¹